12 unconnected molecules or ions with the total composition C32H63BF9N2O48P4S13 in a non-equilibrium geometry, computed with the ωB97M-V functional and the def2-TZVPD basis.

- net charge = -1
- E (Eh) = -12443.2439

Last column: Mulliken charge in e.
CARTESIAN COORDINATES (ANGSTROEM)
C: 3.886 0.089 0.661  -1.102
C: 3.083 -0.117 -0.758  0.136
C: 1.486 0.121 -0.619  -0.253
P: 0.823 -1.533 -1.382  1.230
N: 1.017 -2.773 -0.349  -0.864
O: 0.960 0.092 0.752  -0.652
B: -0.218 0.934 1.052  0.934
P: -0.045 1.768 2.816  0.410
N: 1.289 2.669 2.966  -0.616
P: -1.945 0.025 1.281  0.607
O: -1.856 -0.988 2.695  -0.582
O: -2.468 -0.819 -0.113  -0.087
S: -3.378 1.331 1.686  -0.510
O: -0.205 1.859 -0.121  -0.821
C: 0.822 1.517 -1.115  1.820
C: 1.729 2.797 -1.452  -1.635
C: 2.834 3.176 -0.341  -0.339
C: 3.335 4.699 -0.366  1.045
F: 4.356 4.778 -1.414  -0.276
F: 2.336 5.668 -0.714  -0.362
C: 3.941 5.193 1.077  0.367
F: 4.034 6.647 0.960  -0.324
F: 2.941 4.954 2.077  -0.181
C: 5.383 4.564 1.418  0.516
F: 5.402 3.118 1.423  -0.200
F: 6.439 5.075 0.549  -0.240
C: 5.849 4.993 2.934  0.518
F: 7.209 4.488 3.071  -0.267
F: 5.050 4.409 3.954  -0.188
F: 5.980 6.436 3.083  -0.222
P: -0.057 1.201 -2.802  1.096
S: -0.657 2.845 -3.688  -0.482
H: 4.943 0.530 0.441  0.169
H: 3.343 0.882 1.293  0.164
H: 3.980 -0.916 1.216  0.418
H: 3.569 0.485 -1.615  -0.066
H: 3.266 -1.236 -1.030  -0.108
H: 1.597 -1.779 -2.564  -0.183
H: -0.559 -1.462 -1.747  -0.232
H: 1.424 -2.439 0.540  0.266
H: -0.030 0.742 3.834  -0.144
H: -1.167 2.642 3.078  0.019
H: 0.954 3.636 3.177  0.136
H: -2.123 -0.436 3.481  0.337
H: -2.363 -0.241 -0.909  0.108
H: 2.190 2.727 -2.521  0.189
H: 1.000 3.706 -1.505  0.707
H: 3.774 2.527 -0.580  0.058
H: 2.449 2.801 0.676  -0.160
H: 0.950 0.627 -3.673  -0.032
H: -1.234 0.370 -2.676  -0.307
C: 3.846 -4.405 -3.631  -0.344
C: 5.170 -4.229 -4.362  -0.413
O: 5.378 -2.819 -4.417  -0.312
S: 4.732 -2.137 -3.090  1.268
O: 5.780 -1.939 -2.130  -0.679
O: 3.848 -1.089 -3.505  -0.458
O: 3.840 -3.407 -2.613  -0.257
H: 2.999 -4.218 -4.297  0.234
H: 3.747 -5.399 -3.190  0.317
H: 5.152 -4.655 -5.366  0.316
H: 5.996 -4.670 -3.795  0.313
C: 5.974 4.074 -5.225  -0.313
C: 4.885 3.959 -6.283  -0.381
O: 4.603 2.563 -6.374  -0.337
S: 4.821 1.883 -4.914  0.977
O: 3.544 1.782 -4.271  -0.293
O: 5.710 0.768 -5.063  -0.591
O: 5.638 3.109 -4.230  -0.248
H: 6.953 3.813 -5.637  0.269
H: 6.020 5.073 -4.787  0.320
H: 5.202 4.352 -7.250  0.319
H: 3.971 4.469 -5.965  0.278
C: 8.886 7.243 0.825  -0.067
C: 8.855 7.588 2.300  -0.266
O: 9.985 8.436 2.508  -0.354
S: 10.248 9.304 1.160  1.086
O: 9.644 10.595 1.329  -0.536
O: 11.617 9.131 0.770  -0.543
O: 9.309 8.434 0.161  -0.348
H: 9.622 6.460 0.620  0.278
H: 7.908 6.928 0.458  0.128
H: 8.915 6.703 2.935  0.261
H: 7.954 8.156 2.550  0.334
C: -6.128 0.734 -2.750  -0.377
C: -5.562 2.146 -2.791  -0.512
O: -4.147 1.979 -2.747  -0.234
S: -3.753 0.595 -3.498  0.783
O: -3.358 0.910 -4.840  -0.611
O: -2.939 -0.190 -2.607  -0.818
O: -5.240 -0.055 -3.545  -0.123
H: -6.117 0.335 -1.731  0.267
H: -7.142 0.683 -3.149  0.354
H: -5.904 2.756 -1.955  0.369
H: -5.814 2.645 -3.732  0.285
C: -5.000 -2.837 -8.233  0.426
C: -6.368 -2.177 -8.140  -0.400
O: -6.797 -2.401 -6.797  -0.345
S: -5.497 -2.423 -5.822  0.961
O: -5.357 -1.123 -5.225  -0.528
O: -5.529 -3.633 -5.050  -0.400
O: -4.367 -2.576 -6.979  -0.256
H: -5.092 -3.921 -8.349  -0.470
H: -4.402 -2.434 -9.052  0.362
H: -7.082 -2.598 -8.848  0.334
H: -6.296 -1.096 -8.296  0.292
C: 0.807 0.039 7.448  -0.346
C: -0.294 -0.066 8.495  -0.371
O: -1.085 1.110 8.323  -0.214
S: -1.067 1.530 6.751  1.205
O: -2.258 1.015 6.136  -0.601
O: -0.671 2.904 6.654  -0.603
O: 0.181 0.597 6.295  -0.312
H: 1.596 0.723 7.773  0.260
H: 1.245 -0.932 7.211  0.358
H: 0.101 -0.119 9.507  0.371
H: -0.934 -0.934 8.308  0.205
C: -4.495 -0.656 10.320  -0.333
C: -4.519 -0.297 11.800  -0.394
O: -3.384 0.544 11.997  -0.333
S: -3.119 1.404 10.640  0.934
O: -3.717 2.699 10.805  -0.648
O: -1.752 1.221 10.248  -0.124
O: -4.068 0.528 9.650  -0.335
H: -3.765 -1.445 10.117  0.238
H: -5.475 -0.968 9.955  0.339
H: -4.462 -1.177 12.442  0.321
H: -5.415 0.279 12.051  0.305
C: 1.834 2.307 13.819  -0.370
C: 0.901 3.371 13.256  -0.303
O: 0.845 3.111 11.854  -0.329
S: 0.996 1.514 11.603  1.199
O: -0.320 0.958 11.438  -0.356
O: 2.055 1.302 10.658  -0.638
O: 1.538 1.119 13.087  -0.343
H: 2.882 2.566 13.639  0.301
H: 1.679 2.146 14.887  0.312
H: 1.262 4.383 13.446  0.321
H: -0.110 3.264 13.660  0.252
C: -5.396 -4.435 -0.986  -0.183
C: -6.018 -5.321 -2.056  0.147
O: -7.060 -6.035 -1.389  -0.398
S: -7.679 -5.094 -0.218  1.054
O: -8.864 -4.463 -0.727  -0.558
O: -7.656 -5.829 1.013  -0.545
O: -6.492 -3.987 -0.184  -0.264
H: -4.717 -5.006 -0.347  0.238
H: -4.863 -3.584 -1.413  0.279
H: -5.298 -6.012 -2.494  0.028
H: -6.474 -4.721 -2.849  0.235
C: -3.075 -5.359 -4.418  -0.081
C: -1.821 -6.055 -4.927  -0.428
O: -0.774 -5.611 -4.066  -0.374
S: -1.383 -5.349 -2.580  0.790
O: -1.126 -6.511 -1.779  -0.611
O: -1.026 -4.026 -2.172  -0.239
O: -2.956 -5.356 -2.994  -0.262
H: -3.116 -4.321 -4.758  0.001
H: -3.986 -5.876 -4.723  0.386
H: -1.598 -5.804 -5.965  0.311
H: -1.904 -7.142 -4.825  0.346
C: -6.375 -8.288 -9.827  -0.342
C: -5.051 -8.122 -10.559  -0.333
O: -4.838 -6.712 -10.626  -0.364
S: -5.481 -6.017 -9.307  1.293
O: -4.431 -5.816 -8.350  -0.543
O: -6.362 -4.969 -9.732  -0.585
O: -6.377 -7.279 -8.817  -0.321
H: -7.221 -8.103 -10.495  0.293
H: -6.477 -9.277 -9.378  0.317
H: -5.071 -8.557 -11.559  0.320
H: -4.227 -8.561 -9.989  0.293